ORCA calculation (ωB97M-V/def2-TZVPD) on C5H4N2 as an isolated structure.

Each line ends with the Mulliken charge.
Element x y z (Å)
N -1.2856 1.2657 -0.8764  -0.463
N -0.6139 -1.1129 -0.3606  -0.407
H 1.3658 -2.0235 -0.2945  0.369
C -0.4600 2.0167 -0.3502  -0.165
H -0.1101 3.0215 -0.5558  0.347
C 0.2377 0.9478 0.3306  0.449
H -0.9819 -2.0335 -0.1564  0.260
C 0.8143 -1.0924 -0.2931  0.058
H -0.2258 -0.7930 1.8122  0.366
C 1.3938 0.1853 -0.0629  -0.652
C -0.1343 -0.3817 0.8072  -0.162

For the molar mass, the calculation gives 92.101 g mol⁻¹. The LUMO energy (alpha / beta) comes out at 0.007 / 0.004 Ha. For the total energy, the calculation gives -302.12908 a.u. As for the spin multiplicity: 1.